Entry 1:
DFT (wB97M-V/def2-TZVPD) results for an isolated molecule of C13H15N3O.

Structure (SMILES): C=Cc1cccc2nc(C[C@@H](O)CN)cnc12
Highest occupied orbital energy: -0.3070 Eh
ΔE to the lowest compared entry with this formula, charge and spin: 2.744 eV
Frontier orbital gap: 8.24 eV
Spin multiplicity: 1
LUMO level: -0.1084 eV
Net charge: 0

Atoms and positions in Å:
C: 4.325 -1.507 1.221
C: 4.202 -0.711 0.140
C: 3.086 0.231 -0.122
C: 3.399 1.550 -0.313
C: 2.375 2.485 -0.582
C: 1.071 2.090 -0.629
C: 0.720 0.739 -0.442
N: -0.601 0.382 -0.494
C: -0.853 -0.882 -0.299
C: -2.278 -1.377 -0.304
C: -3.296 -0.369 -0.813
O: -4.564 -1.064 -0.888
C: -3.491 0.856 0.120
N: -2.843 0.702 1.433
C: 0.192 -1.832 -0.085
N: 1.454 -1.531 -0.030
C: 1.734 -0.205 -0.195
H: 5.265 -1.539 1.768
H: 3.557 -2.189 1.571
H: 4.996 -0.723 -0.606
H: 4.437 1.847 -0.254
H: 2.646 3.523 -0.725
H: 0.313 2.839 -0.818
H: -2.560 -1.703 0.699
H: -2.287 -2.258 -0.953
H: -3.093 -0.066 -1.837
H: -4.690 -1.500 -0.038
H: -3.137 1.735 -0.421
H: -4.563 0.969 0.273
H: -2.002 1.267 1.438
H: -3.433 1.117 2.143
H: -0.082 -2.876 0.040

Atomic forces in eV per Å
C 0.12 -0.23 -0.18
C 0.01 -0.25 0.23
C -0.33 -1.29 -0.68
C -0.28 -0.09 -0.16
C 0.41 -0.17 0.25
C 0.05 0.54 -0.15
C -0.14 0.09 0.03
N 0.31 -0.23 0.06
C -0.33 0.02 0.14
C 0.63 0.15 -0.56
C -1.05 -0.44 0.87
O 0.24 -0.06 -0.27
C 0.47 -0.03 -0.33
N -0.19 0.49 -0.02
C 0.01 -0.21 0.04
N -0.33 0.25 -0.05
C 0.23 0.29 0.08
H 0.47 -1.04 -0.91
H -0.67 1.19 0.79
H 0.70 1.24 0.75
H -0.01 0.12 -0.05
H -0.09 0.03 -0.03
H -0.22 -0.23 -0.01
H 0.08 0.07 0.05
H -0.24 0.01 0.00
H 0.13 0.09 0.04
H -0.10 0.01 -0.01
H 0.02 0.10 0.16
H -0.03 -0.03 -0.12
H 0.16 -0.24 0.01
H -0.05 -0.11 0.02
H 0.03 -0.01 0.00

=====

Entry 2:
DFT (wB97M-V/def2-TZVPD) results for an isolated molecule of C13H15N3O3.

Structure (SMILES): NCC(=O)N[C@@H](Cc1c[nH]c2ccccc12)C(=O)O
Highest occupied orbital energy: -0.3206 Eh
ΔE to the lowest compared entry with this formula, charge and spin: 1.211 eV
Frontier orbital gap: 9.03 eV
Spin multiplicity: 1
LUMO level: 0.3089 eV
Net charge: 0

Atoms and positions in Å:
C: 2.075 -2.256 -1.956
C: 1.206 -1.597 -3.058
C: -0.123 0.042 -1.660
C: 1.208 0.683 -1.044
C: -0.966 -0.644 -0.590
C: -1.554 0.268 0.461
C: -2.677 1.032 0.305
C: -1.171 0.408 1.845
C: -2.067 1.266 2.453
C: -0.094 -0.162 2.522
C: -1.915 1.675 3.809
C: 0.011 0.112 3.876
C: -0.909 1.026 4.480
H: 3.519 -2.242 -3.244
H: 3.700 -1.135 -2.093
H: 1.859 -3.329 -1.964
H: 1.810 -1.902 -0.933
H: -0.286 -0.548 -3.660
H: -0.666 0.888 -2.032
H: -1.870 -1.091 -1.132
H: -0.447 -1.537 -0.174
H: -3.243 1.212 -0.565
H: -3.632 2.437 1.631
H: 0.642 -0.860 2.014
H: -2.564 2.418 4.249
H: 0.798 -0.330 4.487
H: -0.784 1.269 5.513
H: 0.131 1.488 0.305
N: 3.477 -2.062 -2.227
N: 0.121 -0.816 -2.797
N: -2.977 1.624 1.502
O: 1.500 -1.917 -4.216
O: 2.294 0.505 -1.549
O: 1.022 1.527 -0.036

Atomic forces in eV per Å
C -1.00 0.65 1.00
C 1.19 -1.57 -0.64
C 1.49 -0.18 0.92
C -0.03 -0.53 -1.86
C -1.74 -1.16 -0.34
C -0.14 -0.38 -0.10
C 0.93 -0.03 0.70
C 0.72 -0.88 -1.08
C 0.09 0.81 1.13
C 1.03 -1.01 0.77
C -0.04 -0.91 -1.42
C -0.43 0.38 -0.25
C 0.52 -0.08 -0.08
H 0.53 0.14 0.65
H 0.61 2.55 0.35
H -0.15 0.12 -0.19
H 0.23 -0.18 -0.67
H -0.51 0.49 -0.71
H -0.42 0.56 -0.17
H 1.27 0.49 0.53
H -0.17 0.77 -0.07
H -0.66 0.12 -0.70
H 1.02 -1.56 -0.34
H -1.05 1.01 0.63
H 0.02 -0.09 0.18
H -0.24 0.15 -0.20
H 0.20 0.03 0.56
H -0.86 -0.04 0.26
N -0.58 -2.86 -1.29
N 0.63 -0.10 0.52
N -1.80 2.11 0.28
O -0.72 0.71 1.04
O -1.02 0.44 0.76
O 1.08 0.04 -0.15

=====

Entry 3:
DFT (wB97M-V/def2-TZVPD) results for an isolated molecule of C13H15N3O4.

Structure (SMILES): O=C(ONC1=NCCCCC1)c1cccc([N+](=O)[O-])c1
Highest occupied orbital energy: -0.3438 Eh
ΔE to the lowest compared entry with this formula, charge and spin: 3.321 eV
Frontier orbital gap: 8.76 eV
Spin multiplicity: 1
LUMO level: -0.5941 eV
Net charge: 0

Atoms and positions in Å:
O: -0.975 1.930 -0.030
C: -1.193 0.957 0.641
O: -0.309 0.464 1.537
N: 0.974 1.031 1.475
C: 1.709 0.671 0.348
N: 1.274 -0.270 -0.371
C: 2.028 -0.770 -1.487
C: 3.378 -1.382 -1.099
C: 4.475 -0.348 -0.853
C: 4.221 0.543 0.362
H: 5.098 1.176 0.516
H: 4.096 -0.077 1.253
C: 2.994 1.445 0.201
H: 3.029 2.242 0.945
H: 3.006 1.900 -0.794
H: 5.422 -0.873 -0.706
H: 4.582 0.279 -1.742
H: 3.698 -2.041 -1.909
H: 3.238 -1.992 -0.204
H: 1.401 -1.540 -1.945
H: 2.188 0.024 -2.230
H: 0.924 2.035 1.636
C: -2.458 0.181 0.638
C: -3.563 0.723 -0.009
C: -4.746 0.003 -0.032
C: -4.843 -1.247 0.570
C: -3.735 -1.781 1.203
C: -2.545 -1.073 1.240
H: -1.673 -1.483 1.724
H: -3.799 -2.752 1.668
H: -5.782 -1.779 0.528
N: -5.906 0.561 -0.694
O: -5.803 1.670 -1.167
O: -6.909 -0.118 -0.729
H: -3.498 1.690 -0.485

Atomic forces in eV per Å
O -0.15 -0.13 0.12
C 0.17 0.60 -0.45
O 0.40 -0.11 0.38
N -0.30 0.41 0.58
C -0.07 -0.38 -0.63
N -0.25 0.16 0.43
C 0.20 -0.23 -0.13
C -0.04 0.20 -0.24
C -0.09 -0.19 0.25
C 0.09 0.08 -0.20
H -0.03 -0.02 0.07
H 0.06 0.02 0.06
C -0.04 -0.18 0.10
H -0.03 0.06 -0.05
H -0.04 0.08 0.04
H 0.03 0.06 -0.06
H 0.06 0.02 -0.04
H 0.00 -0.06 0.03
H -0.01 -0.10 -0.01
H 0.18 0.12 -0.12
H -0.01 -0.06 -0.09
H -0.16 -0.20 -0.11
C -0.21 -0.27 0.03
C -0.09 0.04 -0.04
C 1.00 -0.47 0.57
C -0.15 0.16 -0.14
C 0.01 0.06 -0.02
C 0.01 0.16 -0.07
H 0.06 -0.06 0.04
H -0.01 -0.08 0.03
H 0.00 -0.01 0.00
N -0.29 0.14 -0.15
O -0.01 0.32 -0.16
O -0.31 -0.15 -0.04
H 0.01 0.00 0.00

=====

Entry 4:
DFT (wB97M-V/def2-TZVPD) results for a structure of composition C13H15N4O7PtSSi.

Highest occupied orbital energy: -0.2090 Eh
ΔE to the lowest compared entry with this formula, charge and spin: 0.004 eV
Frontier orbital gap: 7.95 eV
Spin multiplicity: 1
LUMO level: 2.2647 eV
Net charge: -1

Atoms and positions in Å:
Pt: -1.017 -0.421 -1.198
O: 0.193 -6.465 -1.565
C: -1.052 -6.125 -1.384
O: -1.969 -6.923 -1.325
C: -1.363 -4.661 -1.332
C: -2.649 -4.203 -1.143
N: -2.601 -2.870 -1.113
N: -1.346 -2.430 -1.297
C: -0.564 -3.497 -1.439
C: 0.931 -3.342 -1.709
O: 1.579 -4.431 -1.720
O: 1.353 -2.204 -1.880
H: 0.817 -5.607 -1.608
H: -3.565 -4.755 -1.029
H: -3.339 -2.169 -1.104
C: 3.467 1.513 1.776
Si: 1.956 2.504 2.246
C: 1.075 1.728 3.700
C: 2.466 4.257 2.682
C: 0.770 2.605 0.787
C: 0.375 3.806 0.211
C: -0.499 3.857 -0.875
C: -0.981 2.669 -1.386
N: -0.618 1.511 -0.844
C: 0.228 1.450 0.208
S: 0.448 -0.234 0.577
H: 4.207 1.540 2.580
H: 3.932 1.911 0.872
H: 3.209 0.471 1.580
H: 1.746 1.624 4.555
H: 0.703 0.737 3.434
H: 0.221 2.336 4.009
H: 3.175 4.238 3.513
H: 1.612 4.864 2.990
H: 2.956 4.758 1.844
H: 0.758 4.738 0.613
H: -0.797 4.796 -1.316
H: -1.656 2.613 -2.230
O: -4.066 -0.490 -1.620
N: -3.572 -0.046 -2.665
O: -4.236 0.437 -3.558
O: -2.286 -0.092 -2.836

Atomic forces in eV per Å
Pt -0.02 -0.01 0.04
O 0.06 0.01 0.20
C -0.09 0.02 -0.56
O 0.03 -0.01 0.21
C 0.02 0.00 0.14
C 0.00 -0.01 0.05
N -0.03 0.07 -0.09
N 0.08 0.00 -0.07
C -0.02 -0.02 0.03
C 0.04 0.00 0.12
O -0.03 -0.02 0.00
O -0.01 -0.02 -0.06
H 0.00 0.00 -0.06
H 0.00 0.00 -0.01
H -0.02 0.01 0.05
C -0.01 0.00 -0.01
Si 0.00 0.00 0.00
C 0.01 0.00 0.00
C 0.00 0.00 0.00
C 0.00 0.01 0.00
C 0.01 -0.01 0.00
C -0.01 0.00 0.00
C 0.00 0.01 0.00
N 0.01 0.01 -0.01
C -0.01 -0.03 -0.01
S -0.03 0.02 0.00
H 0.00 -0.01 0.00
H 0.00 0.01 0.01
H 0.00 0.00 -0.01
H 0.00 0.00 0.00
H 0.00 0.00 0.01
H 0.00 0.00 0.00
H 0.00 0.00 0.00
H 0.00 0.00 0.00
H 0.00 0.00 0.00
H 0.00 0.00 0.00
H 0.00 0.00 0.00
H 0.00 0.00 0.00
O 0.05 -0.08 0.01
N -0.02 0.01 -0.02
O 0.00 0.02 -0.01
O -0.01 0.00 0.05

=====

Entry 5:
DFT (wB97M-V/def2-TZVPD) results for a structure of composition C13H15N8O3Ti.

Highest occupied orbital energy: -0.7097 Eh
Frontier orbital gap: 7.46 eV
Spin multiplicity: 1
LUMO level: -11.8485 eV
Net charge: +3

Atoms and positions in Å:
Ti: 0.126 0.012 -0.045
O: -2.998 -2.033 -1.429
C: -1.901 -1.639 -1.210
N: -1.595 -0.655 -0.204
C: -2.726 0.043 0.432
C: -2.301 1.468 0.624
C: -3.179 2.496 0.875
C: -2.682 3.782 1.010
C: -1.312 4.013 0.876
C: -0.487 2.958 0.601
N: -0.965 1.687 0.481
C: -0.676 -2.022 -1.965
C: -0.710 -2.867 -3.038
C: 0.484 -3.104 -3.718
C: 1.644 -2.461 -3.303
C: 1.592 -1.592 -2.236
N: 0.444 -1.374 -1.555
H: -2.998 -0.416 1.386
H: -3.602 -0.036 -0.212
H: -4.239 2.291 0.956
H: -3.356 4.608 1.199
H: -0.896 5.007 0.959
H: 0.570 3.104 0.443
H: -1.649 -3.323 -3.326
H: 0.505 -3.771 -4.571
H: 2.585 -2.614 -3.814
H: 2.470 -1.046 -1.923
N: 0.396 -1.257 2.087
N: 1.665 -1.026 2.681
C: 2.500 -0.189 2.059
N: 3.702 0.105 2.472
N: 1.884 0.292 0.939
N: 2.437 1.080 -0.022
O: 1.508 1.206 -0.941
O: 3.501 1.559 -0.071
H: -0.319 -0.991 2.763
H: 0.304 -2.258 1.915
H: 1.901 -1.487 3.552
H: 4.091 -0.306 3.313
H: 4.281 0.758 1.960

Atomic forces in eV per Å
Ti -0.46 -0.62 0.75
O -0.11 -0.04 0.00
C -0.12 0.32 0.39
N -0.33 -0.15 -0.34
C 0.15 -0.19 -0.16
C 0.10 -0.09 -0.19
C -0.03 0.09 0.16
C -0.03 0.08 0.01
C -0.07 0.11 0.02
C -0.02 -0.29 -0.02
N -0.17 0.04 -0.07
C 0.02 0.28 0.13
C 0.10 -0.22 -0.06
C 0.00 -0.03 -0.05
C 0.03 -0.05 -0.07
C -0.17 0.06 0.17
N -0.08 -0.10 -0.31
H -0.02 -0.04 0.03
H -0.05 0.01 -0.03
H 0.00 0.01 0.01
H 0.01 -0.01 0.00
H -0.03 0.01 0.00
H 0.04 0.02 0.00
H 0.01 -0.02 -0.01
H 0.00 0.01 0.01
H -0.01 -0.01 -0.02
H 0.04 0.01 0.00
N 0.15 0.17 -0.17
N -0.02 -0.04 0.05
C -0.13 0.04 -0.15
N -0.15 -0.07 -0.02
N 1.03 0.66 -0.20
N -0.91 -0.17 -0.37
O 1.14 0.29 0.30
O 0.17 -0.01 0.16
H -0.11 -0.01 0.02
H -0.08 -0.08 -0.02
H -0.03 -0.04 0.04
H 0.04 0.02 0.00
H 0.09 0.04 0.01

=====

Entry 6:
DFT (wB97M-V/def2-TZVPD) results for a structure of composition C13H15NNaO4S3.

Highest occupied orbital energy: -0.1746 Eh
ΔE to the lowest compared entry with this formula, charge and spin: 0.247 eV
Frontier orbital gap: 6.29 eV
Spin multiplicity: 1
LUMO level: 1.5379 eV
Net charge: -1

Atoms and positions in Å:
Na: 2.047 -0.077 -1.247
C: -2.673 -0.455 -0.034
C: -2.065 -1.850 -0.066
S: -0.255 -1.850 -0.303
C: -0.075 -2.720 -1.883
C: -0.557 -1.983 -3.126
S: 0.412 -0.489 -3.532
C: -0.762 0.893 -3.354
C: -1.318 1.177 -1.964
S: -2.902 0.313 -1.664
H: -2.088 0.217 0.594
H: -3.680 -0.503 0.382
H: -2.525 -2.462 -0.842
H: -2.233 -2.333 0.898
H: -0.589 -3.680 -1.808
H: 0.996 -2.923 -1.943
H: -1.596 -1.675 -3.029
H: -0.467 -2.643 -3.990
H: -1.565 0.750 -4.078
H: -0.172 1.750 -3.685
H: -1.534 2.242 -1.879
H: -0.619 0.903 -1.176
O: 1.467 1.399 5.693
C: 0.942 2.131 4.839
O: 0.192 3.121 4.962
C: 1.237 1.733 3.360
C: 0.687 2.486 2.326
C: 0.933 2.111 1.023
N: 1.661 1.042 0.676
C: 2.217 0.319 1.670
C: 2.026 0.649 3.009
C: 3.063 -0.914 1.308
O: 3.716 -1.419 2.218
O: 2.989 -1.333 0.102
H: 0.078 3.345 2.572
H: 0.520 2.687 0.196
H: 2.491 0.043 3.773

Atomic forces in eV per Å
Na -0.07 0.11 -0.29
C -0.04 0.03 -0.22
C 0.25 0.06 0.07
S -0.06 -0.05 -0.10
C -0.04 0.13 0.21
C 0.09 0.07 -0.04
S -0.12 0.02 0.06
C 0.13 -0.13 0.04
C -0.26 -0.01 0.03
S 0.12 -0.05 0.06
H -0.02 0.00 0.04
H 0.01 0.01 0.05
H -0.05 -0.01 0.01
H -0.06 -0.02 -0.02
H 0.03 -0.04 -0.06
H -0.01 -0.07 -0.02
H -0.02 -0.03 -0.01
H -0.05 -0.01 0.00
H -0.02 0.05 -0.01
H 0.00 -0.01 -0.06
H 0.10 0.02 0.00
H 0.01 0.00 0.01
O 0.03 0.05 0.02
C -0.04 -0.20 -0.14
O 0.04 0.04 0.02
C -0.10 0.21 0.04
C 0.01 -0.02 0.01
C 0.01 -0.10 -0.15
N 0.12 0.07 0.37
C -0.21 0.26 -0.06
C 0.03 -0.08 -0.01
C 0.06 -0.47 -0.07
O 0.00 0.10 -0.02
O 0.15 0.02 0.17
H 0.00 0.00 0.03
H -0.01 0.03 0.02
H -0.01 0.02 0.02

=====

Entry 7:
DFT (wB97M-V/def2-TZVPD) results for an isolated molecule of C13H15NO4.

Structure (SMILES): C=CC(=O)N1C(=O)C=C[C@]12CCCC21OCCO1
Highest occupied orbital energy: -0.3499 Eh
ΔE to the lowest compared entry with this formula, charge and spin: 4.147 eV
Frontier orbital gap: 9.46 eV
Spin multiplicity: 1
LUMO level: -0.0659 eV
Net charge: 0

Atoms and positions in Å:
O: -1.506 -0.072 2.041
O: 0.820 3.537 1.937
O: 1.267 -0.846 0.922
O: 2.420 0.232 -0.740
C: -0.730 0.896 2.058
C: 0.439 2.862 1.007
C: -0.487 0.480 4.560
C: -0.389 1.230 3.384
C: 0.909 3.224 -0.290
C: 0.626 2.201 -1.136
N: -0.244 1.675 0.972
C: 2.487 -0.387 1.374
C: 3.321 -0.416 0.084
C: -1.059 -0.947 -1.392
C: 0.512 -1.141 -1.408
C: -1.215 0.526 -1.096
C: 1.065 -0.171 -0.364
C: 0.089 1.012 -0.349
H: -1.003 -0.496 4.503
H: -0.333 0.902 5.562
H: -0.147 2.319 3.571
H: 1.301 4.162 -0.526
H: 0.905 2.093 -2.156
H: 2.257 0.580 1.806
H: 2.984 -1.077 2.175
H: 4.258 0.186 0.215
H: 3.636 -1.368 -0.224
H: -1.325 -1.032 -2.430
H: -1.610 -1.627 -0.695
H: 0.806 -2.143 -1.164
H: 0.893 -0.738 -2.370
H: -1.448 1.138 -1.966
H: -2.034 0.668 -0.402

Atomic forces in eV per Å
O 1.04 1.20 -2.69
O -0.90 -0.02 1.43
O -1.94 -0.19 -1.64
O -1.55 0.48 -1.37
C -1.95 -2.59 0.33
C 1.91 1.53 1.42
C -1.28 0.78 -3.02
C 1.49 2.83 5.99
C -1.72 -2.66 -3.21
C 1.24 0.59 2.25
N 0.14 -2.85 -0.61
C 2.27 -1.82 1.61
C 0.69 2.82 2.62
C 1.51 -0.30 -0.41
C -1.36 1.13 0.40
C -0.10 0.19 1.74
C 1.74 -1.46 0.80
C -2.22 1.75 -0.94
H 0.87 0.31 0.05
H 0.21 0.00 -0.74
H 0.29 -1.38 -0.36
H 0.59 1.18 -0.11
H 0.06 -0.01 -0.67
H 1.07 0.64 0.10
H -1.38 1.04 -1.23
H -0.83 -0.16 -0.35
H -0.06 -1.69 -0.47
H -0.79 -0.92 -0.25
H 0.57 0.65 -0.71
H 0.43 -0.44 -0.29
H -0.10 -0.70 0.42
H 0.32 -0.06 -0.13
H -0.26 0.15 0.07